No. 1
Computed, not measured: 7 unconnected molecules or ions with the total composition C43H92BBrO in a non-equilibrium geometry, with ωB97M-V/def2-TZVPD.

Each atom is followed by the atoms it is bonded to, with distances in Å.
CARTESIAN COORDINATES (ANGSTROEM)
1 Br 1.005 -1.430 -0.506  B2 1.938
2 B 0.792 0.384 0.142  Br1 1.938, C3 1.589, H11 1.184
3 C -0.316 1.319 -0.508  B2 1.589, O4 1.455, H12 1.095, H13 1.102
4 O -1.229 1.746 0.541  C3 1.455, C5 1.397
5 C -2.443 1.075 0.372  O4 1.397, C6 1.366, C10 1.373
6 C -3.470 1.807 -0.154  C5 1.366, C7 1.405, H14 1.086
7 C -4.708 1.182 -0.381  C6 1.405, C8 1.370, H15 1.084
8 C -4.802 -0.146 -0.060  C7 1.370, C9 1.375, H16 1.088
9 C -3.766 -0.865 0.489  C8 1.375, C10 1.364, H17 1.085
10 C -2.570 -0.249 0.712  C5 1.373, C9 1.364, H18 1.086
11 H 1.437 0.823 1.032  B2 1.184
12 H -0.855 0.827 -1.324  C3 1.095
13 H 0.208 2.181 -0.951  C3 1.102
14 H -3.318 2.854 -0.400  C6 1.086
15 H -5.559 1.717 -0.787  C7 1.084
16 H -5.737 -0.673 -0.242  C8 1.088
17 H -3.864 -1.916 0.741  C9 1.085
18 H -1.699 -0.743 1.134  C10 1.086
19 C -5.600 3.468 -6.583  C20 1.526, H25 1.091, H26 1.091, H27 1.092
20 C -4.696 2.506 -5.819  C19 1.526, C21 1.528, H28 1.094, H29 1.093
21 C -4.647 2.787 -4.318  C20 1.528, C22 1.519, H30 1.094, H31 1.096
22 C -4.093 4.141 -3.908  C21 1.519, C23 1.528, H32 1.096, H33 1.094
23 C -2.668 4.423 -4.382  C22 1.528, C24 1.526, H34 1.094, H35 1.094
24 C -1.641 3.446 -3.819  C23 1.526, H36 1.093, H37 1.092, H38 1.092
25 H -5.249 4.499 -6.507  C19 1.091
26 H -5.624 3.208 -7.642  C19 1.091
27 H -6.623 3.425 -6.204  C19 1.092
28 H -3.689 2.530 -6.246  C20 1.094
29 H -5.065 1.487 -5.967  C20 1.093
30 H -4.066 2.000 -3.827  C21 1.094
31 H -5.663 2.708 -3.918  C21 1.096
32 H -4.133 4.196 -2.814  C22 1.096
33 H -4.749 4.939 -4.269  C22 1.094
34 H -2.394 5.436 -4.071  C23 1.094
35 H -2.622 4.417 -5.475  C23 1.094
36 H -1.634 3.473 -2.727  C24 1.093
37 H -0.640 3.708 -4.170  C24 1.092
38 H -1.845 2.421 -4.136  C24 1.092
39 C -0.086 -4.330 2.044  C40 1.525, H45 1.091, H46 1.092, H47 1.092
40 C -0.373 -5.490 1.096  C39 1.525, C41 1.527, H48 1.094, H49 1.094
41 C 0.255 -6.802 1.560  C40 1.527, C42 1.530, H50 1.094, H51 1.095
42 C 1.783 -6.784 1.639  C41 1.530, C43 1.528, H52 1.095, H53 1.094
43 C 2.494 -6.431 0.333  C42 1.528, C44 1.526, H54 1.094, H55 1.094
44 C 2.230 -7.432 -0.787  C43 1.526, H56 1.092, H57 1.091, H58 1.091
45 H 0.983 -4.121 2.115  C39 1.091
46 H -0.576 -3.421 1.689  C39 1.092
47 H -0.464 -4.545 3.046  C39 1.092
48 H -0.032 -5.236 0.089  C40 1.094
49 H -1.455 -5.626 1.024  C40 1.094
50 H -0.068 -7.607 0.893  C41 1.094
51 H -0.142 -7.058 2.548  C41 1.095
52 H 2.124 -7.769 1.975  C42 1.095
53 H 2.098 -6.079 2.414  C42 1.094
54 H 3.570 -6.396 0.526  C43 1.094
55 H 2.210 -5.427 0.004  C43 1.094
56 H 2.554 -8.434 -0.496  C44 1.092
57 H 2.779 -7.150 -1.687  C44 1.091
58 H 1.172 -7.477 -1.048  C44 1.091
59 C 4.135 -5.901 5.054  C60 1.526, H65 1.091, H66 1.092, H67 1.092
60 C 3.040 -6.891 5.440  C59 1.526, C61 1.528, H68 1.094, H69 1.094
61 C 3.239 -7.500 6.827  C60 1.528, C62 1.530, H70 1.094, H71 1.095
62 C 4.515 -8.328 6.990  C61 1.530, C63 1.528, H72 1.095, H73 1.094
63 C 4.657 -9.493 6.012  C62 1.528, C64 1.526, H74 1.093, H75 1.094
64 C 3.557 -10.540 6.157  C63 1.526, H76 1.092, H77 1.091, H78 1.091
65 H 5.115 -6.378 5.007  C59 1.091
66 H 3.931 -5.473 4.070  C59 1.092
67 H 4.186 -5.079 5.772  C59 1.092
68 H 2.972 -7.677 4.682  C60 1.094
69 H 2.078 -6.371 5.424  C60 1.094
70 H 2.370 -8.118 7.070  C61 1.094
71 H 3.250 -6.696 7.570  C61 1.095
72 H 4.548 -8.716 8.013  C62 1.095
73 H 5.388 -7.676 6.890  C62 1.094
74 H 5.624 -9.974 6.186  C63 1.093
75 H 4.681 -9.125 4.982  C63 1.094
76 H 3.549 -10.957 7.166  C64 1.092
77 H 3.717 -11.361 5.456  C64 1.091
78 H 2.571 -10.121 5.952  C64 1.091
79 C -5.138 5.814 0.069  C80 1.521, H85 1.091, H86 1.092, H87 1.093
80 C -3.861 6.082 0.850  C79 1.521, C81 1.528, H88 1.094, H89 1.094
81 C -3.876 5.471 2.250  C80 1.528, C82 1.530, H90 1.094, H91 1.095
82 C -4.957 6.017 3.185  C81 1.530, C83 1.529, H92 1.095, H93 1.094
83 C -4.915 7.528 3.407  C82 1.529, C84 1.526, H94 1.093, H95 1.094
84 C -3.626 8.005 4.070  C83 1.526, H96 1.092, H97 1.091, H98 1.091
85 H -6.010 6.252 0.557  C79 1.091
86 H -5.062 6.243 -0.932  C79 1.092
87 H -5.304 4.738 -0.035  C79 1.093
88 H -3.677 7.159 0.902  C80 1.094
89 H -3.019 5.658 0.293  C80 1.094
90 H -2.892 5.614 2.707  C81 1.094
91 H -4.010 4.387 2.162  C81 1.095
92 H -4.865 5.512 4.152  C82 1.095
93 H -5.944 5.744 2.800  C82 1.094
94 H -5.760 7.807 4.043  C83 1.093
95 H -5.059 8.056 2.460  C83 1.094
96 H -3.490 7.525 5.042  C84 1.092
97 H -3.656 9.085 4.230  C84 1.091
98 H -2.752 7.788 3.456  C84 1.091
99 C 3.457 -1.650 2.470  C100 1.525, H105 1.091, H106 1.092, H107 1.091
100 C 3.564 -1.274 3.944  C99 1.525, C101 1.528, H108 1.094, H109 1.094
101 C 3.363 0.219 4.199  C100 1.528, C102 1.530, H110 1.094, H111 1.095
102 C 4.400 1.131 3.539  C101 1.530, C103 1.528, H112 1.095, H113 1.094
103 C 5.851 0.846 3.929  C102 1.528, C104 1.526, H114 1.093, H115 1.093
104 C 6.126 1.045 5.416  C103 1.526, H116 1.092, H117 1.091, H118 1.091
105 H 4.226 -1.163 1.869  C99 1.091
106 H 3.576 -2.729 2.345  C99 1.092
107 H 2.480 -1.373 2.070  C99 1.091
108 H 4.529 -1.605 4.339  C100 1.094
109 H 2.802 -1.826 4.503  C100 1.094
110 H 3.356 0.396 5.278  C101 1.094
111 H 2.370 0.510 3.841  C101 1.095
112 H 4.161 2.169 3.794  C102 1.095
113 H 4.308 1.062 2.451  C102 1.094
114 H 6.499 1.517 3.360  C103 1.093
115 H 6.131 -0.170 3.636  C103 1.093
116 H 5.899 2.070 5.719  C104 1.092
117 H 7.177 0.855 5.638  C104 1.091
118 H 5.532 0.367 6.031  C104 1.091
119 C 3.320 3.723 -8.705  C120 1.526, H125 1.091, H126 1.091, H127 1.092
120 C 2.016 3.912 -9.474  C119 1.526, C121 1.528, H128 1.093, H129 1.093
121 C 1.048 4.878 -8.792  C120 1.528, C122 1.530, H130 1.094, H131 1.095
122 C 0.563 4.436 -7.410  C121 1.530, C123 1.528, H132 1.095, H133 1.094
123 C -0.132 3.075 -7.375  C122 1.528, C124 1.526, H134 1.093, H135 1.094
124 C -1.409 3.030 -8.209  C123 1.526, H136 1.093, H137 1.092, H138 1.091
125 H 3.148 3.290 -7.718  C119 1.091
126 H 3.987 3.050 -9.246  C119 1.091
127 H 3.837 4.676 -8.577  C119 1.092
128 H 1.539 2.941 -9.634  C120 1.093
129 H 2.250 4.302 -10.469  C120 1.093
130 H 0.187 5.037 -9.448  C121 1.094
131 H 1.532 5.855 -8.693  C121 1.095
132 H -0.125 5.196 -7.024  C122 1.095
133 H 1.408 4.418 -6.715  C122 1.094
134 H -0.384 2.844 -6.336  C123 1.093
135 H 0.551 2.288 -7.705  C123 1.094
136 H -2.127 3.778 -7.862  C124 1.093
137 H -1.882 2.049 -8.131  C124 1.092
138 H -1.208 3.214 -9.266  C124 1.091

Structure (SMILES): BrBCOc1ccccc1.CCCCCC.CCCCCC.CCCCCC.CCCCCC.CCCCCC.CCCCCC
LUMO energy in eV: -0.0164
2S+1: 1
M in g mol⁻¹: 715.9

Results of the Löwdin charge analysis, in e, for atoms 1 through 2: number 1, Br, carries 0.709; number 2, B, carries -0.562

=====

No. 2
Computed, not measured: 7 unconnected molecules or ions with the total composition C43H94F9N5O3P in a non-equilibrium geometry, with ωB97M-V/def2-TZVPD.

Each atom is followed by the atoms it is bonded to, with distances in Å.
CARTESIAN COORDINATES (ANGSTROEM)
1 C -2.035 1.235 6.125  C2 1.572, H8 1.081, H9 1.097, H10 1.085
2 C -1.921 1.400 4.565  C1 1.572, O3 1.201, N4 1.337
3 O -1.406 2.349 4.040  C2 1.201
4 N -2.714 0.568 3.882  C2 1.337, H5 1.019, C7 1.436
5 H -2.987 0.784 2.924  N4 1.019
6 H 1.193 -0.010 3.280  O136 0.939
7 C -2.559 -0.859 3.910  N4 1.436, H11 1.094, H12 1.095, H13 1.130
8 H -1.934 0.205 6.438  C1 1.081
9 H -3.044 1.443 6.500  C1 1.097
10 H -1.391 1.954 6.620  C1 1.085
11 H -3.306 -1.457 3.380  C7 1.094
12 H -2.400 -1.181 4.945  C7 1.095
13 H -1.615 -1.164 3.368  C7 1.130
14 C -2.588 3.069 -5.902  C15 1.520, H24 1.097, H25 1.062, H26 1.130
15 C -1.860 2.732 -4.611  C14 1.520, C16 1.557, H27 1.112, H28 1.083
16 C -1.916 3.951 -3.645  C15 1.557, C17 1.565, H29 1.097, H30 1.096
17 C -1.003 3.848 -2.378  C16 1.565, N18 1.568, H31 1.090, H32 1.099
18 N -1.241 4.957 -1.296  C17 1.568, C19 1.538, C22 1.514, C23 1.530
19 C -0.485 4.629 0.003  N18 1.538, C20 1.559, H33 1.093, H34 1.077
20 C -1.580 4.260 1.049  C19 1.559, C21 1.553, H35 1.084, H36 1.101
21 C -2.753 5.174 0.601  C20 1.553, C22 1.518, H37 1.107, H38 1.100
22 C -2.701 4.918 -0.895  N18 1.514, C21 1.518, H39 1.099, H40 1.100
23 C -0.873 6.347 -1.821  N18 1.530, H41 1.061, H42 1.071, H43 1.074
24 H -3.616 3.319 -5.614  C14 1.097
25 H -2.622 2.329 -6.663  C14 1.062
26 H -2.073 3.972 -6.345  C14 1.130
27 H -0.781 2.527 -4.789  C15 1.112
28 H -2.324 1.894 -4.108  C15 1.083
29 H -2.943 4.185 -3.337  C16 1.097
30 H -1.553 4.793 -4.246  C16 1.096
31 H 0.060 3.911 -2.608  C17 1.090
32 H -1.154 2.892 -1.856  C17 1.099
33 H 0.052 5.532 0.305  C19 1.093
34 H 0.213 3.819 -0.121  C19 1.077
35 H -1.254 4.404 2.073  C20 1.084
36 H -1.841 3.195 0.949  C20 1.101
37 H -2.577 6.237 0.855  C21 1.107
38 H -3.671 4.882 1.133  C21 1.100
39 H -3.191 5.660 -1.539  C22 1.099
40 H -3.114 3.909 -1.046  C22 1.100
41 H -1.061 7.144 -1.147  C23 1.061
42 H -1.461 6.495 -2.703  C23 1.071
43 H 0.129 6.422 -2.201  C23 1.074
44 C 2.607 3.401 -4.784  C45 1.476, H54 1.055, H55 1.120, H56 1.089
45 C 3.690 2.490 -4.365  C44 1.476, C46 1.568, H57 1.111, H58 1.089
46 C 3.954 2.391 -2.823  C45 1.568, C47 1.477, H59 1.114, H60 1.070
47 C 4.823 1.238 -2.512  C46 1.477, N48 1.518, H61 1.084, H62 1.139
48 N 5.217 1.210 -1.047  C47 1.518, C49 1.523, C52 1.570, C53 1.460
49 C 5.803 -0.129 -0.615  N48 1.523, C50 1.571, H63 1.116, H64 1.078
50 C 5.547 -0.107 0.934  C49 1.571, C51 1.556, H65 1.052, H66 1.074
51 C 4.296 0.782 1.189  C50 1.556, C52 1.516, H67 1.077, H68 1.085
52 C 3.956 1.430 -0.139  N48 1.570, C51 1.516, H69 1.090, H70 1.080
53 C 6.229 2.217 -0.740  N48 1.460, H71 1.096, H72 1.075, H73 1.088
54 H 2.729 3.685 -5.793  C44 1.055
55 H 2.689 4.345 -4.186  C44 1.120
56 H 1.593 3.034 -4.631  C44 1.089
57 H 4.586 2.918 -4.864  C45 1.111
58 H 3.479 1.514 -4.797  C45 1.089
59 H 2.930 2.380 -2.384  C46 1.114
60 H 4.276 3.334 -2.433  C46 1.070
61 H 5.784 1.327 -3.007  C47 1.084
62 H 4.403 0.215 -2.785  C47 1.139
63 H 6.878 -0.184 -0.907  C49 1.116
64 H 5.162 -0.849 -1.098  C49 1.078
65 H 6.342 0.306 1.487  C50 1.052
66 H 5.430 -1.109 1.304  C50 1.074
67 H 4.523 1.544 1.915  C51 1.077
68 H 3.522 0.146 1.605  C51 1.085
69 H 3.710 2.490 -0.198  C52 1.090
70 H 3.142 0.977 -0.683  C52 1.080
71 H 6.999 2.003 -1.490  C53 1.096
72 H 6.625 2.121 0.256  C53 1.075
73 H 5.731 3.177 -0.857  C53 1.088
74 C 4.677 -3.402 -0.514  C75 1.511, H84 1.092, H85 1.104, H86 1.062
75 C 3.196 -3.195 -0.733  C74 1.511, C76 1.551, H87 1.122, H88 1.079
76 C 2.227 -3.341 0.469  C75 1.551, C77 1.515, H89 1.070, H90 1.091
77 C 2.219 -4.727 1.082  C76 1.515, N78 1.536, H91 1.097, H92 1.082
78 N 1.057 -5.015 2.044  C77 1.536, C79 1.543, C82 1.472, C83 1.493
79 C -0.296 -4.976 1.303  N78 1.543, C80 1.526, H93 1.095, H94 1.122
80 C -1.214 -5.913 2.083  C79 1.526, C81 1.523, H95 1.130, H96 1.080
81 C -0.288 -6.983 2.645  C80 1.523, C82 1.541, H97 1.086, H98 1.088
82 C 1.136 -6.409 2.511  N78 1.472, C81 1.541, H99 1.085, H100 1.067
83 C 1.019 -3.969 3.109  N78 1.493, H101 1.093, H102 1.114, H103 1.114
84 H 5.135 -2.643 0.124  C74 1.092
85 H 5.182 -3.383 -1.495  C74 1.104
86 H 4.852 -4.358 -0.084  C74 1.062
87 H 2.809 -3.795 -1.598  C75 1.122
88 H 2.983 -2.192 -1.068  C75 1.079
89 H 1.257 -3.039 0.132  C76 1.070
90 H 2.515 -2.691 1.296  C76 1.091
91 H 3.147 -4.853 1.653  C77 1.097
92 H 2.118 -5.606 0.458  C77 1.082
93 H -0.718 -3.971 1.195  C79 1.095
94 H -0.076 -5.373 0.277  C79 1.122
95 H -1.818 -5.359 2.861  C80 1.130
96 H -1.935 -6.362 1.415  C80 1.080
97 H -0.445 -7.029 3.719  C81 1.086
98 H -0.397 -7.987 2.240  C81 1.088
99 H 1.622 -6.395 3.480  C82 1.085
100 H 1.773 -6.974 1.869  C82 1.067
101 H 0.142 -4.220 3.712  C83 1.093
102 H 0.849 -3.026 2.540  C83 1.114
103 H 1.971 -4.022 3.685  C83 1.114
104 C -5.082 -2.295 1.736  C105 1.586, H114 1.097, H115 1.078, H116 1.088
105 C -6.045 -2.815 0.588  C104 1.586, C106 1.545, H117 1.111, H118 1.087
106 C -5.211 -3.158 -0.668  C105 1.545, C107 1.492, H119 1.091, H120 1.093
107 C -4.689 -1.910 -1.297  C106 1.492, N108 1.499, H121 1.076, H122 1.077
108 N -3.957 -2.102 -2.590  C107 1.499, C109 1.466, C112 1.536, C113 1.507
109 C -4.821 -2.603 -3.664  N108 1.466, C110 1.522, H123 1.086, H124 1.099
110 C -4.803 -1.656 -4.855  C109 1.522, C111 1.586, H125 1.101, H126 1.100
111 C -4.531 -0.271 -4.134  C110 1.586, C112 1.546, H127 1.044, H128 1.111
112 C -3.488 -0.727 -3.089  N108 1.536, C111 1.546, H129 1.072, H130 1.094
113 C -2.741 -2.974 -2.408  N108 1.507, H131 1.078, H132 1.104, H133 1.093
114 H -5.646 -2.215 2.673  C104 1.097
115 H -4.608 -1.374 1.437  C104 1.078
116 H -4.268 -3.001 1.888  C104 1.088
117 H -6.853 -2.123 0.269  C105 1.111
118 H -6.494 -3.701 1.029  C105 1.087
119 H -5.949 -3.727 -1.235  C106 1.091
120 H -4.356 -3.782 -0.397  C106 1.093
121 H -3.984 -1.469 -0.615  C107 1.076
122 H -5.459 -1.184 -1.501  C107 1.077
123 H -4.660 -3.639 -3.946  C109 1.086
124 H -5.850 -2.579 -3.278  C109 1.099
125 H -3.994 -1.913 -5.556  C110 1.101
126 H -5.754 -1.680 -5.409  C110 1.100
127 H -4.167 0.462 -4.781  C111 1.044
128 H -5.533 0.047 -3.772  C111 1.111
129 H -2.606 -0.909 -3.671  C112 1.072
130 H -3.303 -0.102 -2.210  C112 1.094
131 H -2.252 -2.573 -1.534  C113 1.078
132 H -2.022 -3.006 -3.245  C113 1.104
133 H -3.146 -3.968 -2.201  C113 1.093
134 C 2.349 0.084 4.846  O135 1.356, O136 1.484, C137 1.570, H148 1.134
135 O 2.614 1.334 4.391  C134 1.356, C141 1.414
136 O 1.194 -0.473 4.098  H6 0.939, C134 1.484
137 C 3.648 -0.735 4.522  C134 1.570, F138 1.380, F139 1.289, F140 1.369
138 F 4.711 -0.014 5.027  C137 1.380
139 F 3.564 -1.862 5.142  C137 1.289
140 F 3.816 -1.036 3.198  C137 1.369
141 C 1.755 2.308 4.948  O135 1.414, C142 1.524, H146 1.092, H147 1.078
142 C 1.587 3.532 4.055  C141 1.524, H143 1.094, H144 1.099, H145 1.141
143 H 2.485 4.017 3.661  C142 1.094
144 H 0.874 3.308 3.250  C142 1.099
145 H 1.095 4.246 4.796  C142 1.141
146 H 2.176 2.667 5.889  C141 1.092
147 H 0.726 2.045 5.135  C141 1.078
148 H 2.087 0.226 5.941  C134 1.134
149 P -0.290 -0.048 -0.380  F150 1.677, F151 1.633, F152 1.653, F153 1.605, F154 1.631, F155 1.657
150 F -1.079 0.904 0.753  P149 1.677
151 F -1.416 -1.225 -0.262  P149 1.633
152 F -1.039 0.707 -1.645  P149 1.653
153 F 0.476 -1.046 -1.376  P149 1.605
154 F 0.938 1.023 -0.438  P149 1.631
155 F 0.549 -0.778 0.848  P149 1.657

LUMO energy in eV: -5.3749
Total charge: +3
2S+1: 1
M in g mol⁻¹: 931.2

Results of the Löwdin charge analysis, in e, for atoms 1 through 2: number 1, C, carries 0.024; number 2, C, carries -0.536